(1)
A molecular structure, C36H72B2F32N9O19S8 at a distorted geometry. Source: the OMol25 dataset; level of theory: ωB97M-V with the def2-TZVPD basis set.

Properties
Charge: -1
Lowest unoccupied orbital energy (eV): 1.913
HOMO-LUMO gap (Eh): 0.3626
Total energy (eV): -265818.4719
Spin multiplicity: 1
F_max (eV Å⁻¹): 5.81
HOMO (Eh): -0.292

Each line ends with the Mulliken charge.
Positions of all 178 atoms, in Å:
C (0.09, -4.80, 5.01)  -1.562
C (-0.04, -3.30, 5.12)  1.300
C (-0.13, -2.57, 6.42)  -0.984
O (-0.69, -1.34, 6.20)  0.344
C (-0.89, -0.68, 7.39)  -0.865
N (1.14, -2.74, 4.43)  0.688
H (0.98, -1.77, 4.07)  -0.015
H (2.04, -2.89, 4.97)  0.463
H (1.22, -3.31, 3.56)  -0.176
H (-0.28, -5.10, 4.03)  0.333
H (-0.72, -5.30, 5.64)  0.414
H (1.10, -5.13, 5.35)  0.381
H (-0.83, -3.04, 4.46)  -0.087
H (0.92, -2.45, 6.84)  0.337
H (-0.72, -3.28, 7.16)  0.185
H (0.02, -0.66, 7.94)  0.630
H (-1.66, -1.16, 8.02)  0.238
H (-1.09, 0.40, 7.25)  -0.210
C (-2.19, -1.16, -2.22)  -1.814
C (-2.25, -0.73, -0.77)  1.147
C (-2.75, -1.76, 0.30)  -0.086
O (-4.00, -2.13, 0.22)  -0.482
C (-4.98, -1.22, 0.62)  -0.483
N (-0.99, -0.20, -0.33)  3.259
H (-0.84, 0.25, 0.63)  0.041
H (-0.25, -0.85, -0.51)  -0.468
H (-0.69, 0.66, -0.87)  -0.633
H (-1.77, -0.36, -2.89)  0.180
H (-3.12, -1.36, -2.71)  0.478
H (-1.58, -2.02, -2.38)  0.259
H (-2.88, 0.13, -0.71)  -0.088
H (-2.53, -1.30, 1.25)  0.302
H (-2.11, -2.66, 0.22)  -0.171
H (-4.77, -1.02, 1.70)  0.053
H (-5.96, -1.59, 0.44)  0.317
H (-4.82, -0.27, 0.15)  0.282
C (0.99, 4.98, -4.06)  -1.585
C (-0.36, 4.19, -4.34)  0.922
C (-1.14, 4.82, -5.51)  -0.890
O (-2.23, 4.03, -5.95)  -0.276
C (-3.01, 4.64, -6.93)  -0.793
N (-0.16, 2.74, -4.73)  0.575
H (0.60, 2.70, -5.41)  0.175
H (0.18, 2.19, -3.92)  -0.324
H (-1.01, 2.42, -5.17)  0.546
H (1.66, 4.36, -3.46)  0.274
H (0.73, 5.85, -3.58)  0.499
H (1.43, 5.07, -5.05)  0.433
H (-1.00, 4.23, -3.44)  -0.115
H (-0.50, 4.88, -6.43)  0.394
H (-1.41, 5.81, -5.17)  0.434
H (-2.42, 4.86, -7.82)  0.326
H (-3.45, 5.60, -6.62)  0.305
H (-3.77, 3.91, -7.29)  0.247
C (6.28, -2.13, -7.27)  -1.440
C (6.17, -1.56, -5.86)  -0.216
C (4.86, -1.96, -5.20)  -0.296
N (4.60, -1.44, -3.81)  1.334
C (3.18, -1.73, -3.55)  0.026
C (4.88, 0.08, -3.69)  -0.357
C (5.04, 0.23, -2.20)  0.275
C (5.36, -1.16, -1.61)  -0.241
C (5.36, -2.11, -2.77)  -1.122
H (6.78, -3.12, -7.27)  0.409
H (6.99, -1.58, -7.89)  0.402
H (5.30, -2.16, -7.78)  0.178
H (6.20, -0.51, -6.02)  0.284
H (7.10, -1.75, -5.25)  0.390
H (4.82, -3.07, -5.20)  0.440
H (4.02, -1.73, -5.85)  -0.059
H (2.80, -1.23, -2.66)  -0.230
H (3.05, -2.81, -3.46)  0.506
H (2.54, -1.41, -4.40)  -0.693
H (4.01, 0.59, -4.14)  -0.200
H (5.76, 0.37, -4.29)  0.743
H (4.06, 0.58, -1.76)  -0.622
H (5.73, 1.02, -1.98)  0.567
H (4.61, -1.44, -0.84)  -0.189
H (6.32, -1.10, -1.10)  0.549
H (5.02, -3.12, -2.54)  0.461
H (6.37, -2.22, -3.01)  0.406
C (-2.69, 2.38, 7.03)  -1.763
C (-2.55, 2.06, 5.55)  2.482
C (-3.67, 2.57, 4.77)  -1.760
N (-3.38, 2.74, 3.32)  0.795
C (-2.90, 1.48, 2.79)  -0.165
C (-2.38, 3.81, 3.06)  1.322
C (-3.12, 5.10, 3.28)  -1.140
C (-4.59, 4.78, 3.11)  -0.774
C (-4.60, 3.31, 2.74)  -0.538
H (-3.39, 1.72, 7.56)  0.242
H (-3.07, 3.42, 7.12)  0.507
H (-1.70, 2.26, 7.51)  0.380
H (-2.53, 0.95, 5.60)  -0.202
H (-1.54, 2.39, 5.18)  -0.881
H (-3.91, 3.59, 5.07)  0.655
H (-4.56, 1.95, 4.85)  0.457
H (-2.81, 1.55, 1.71)  0.445
H (-3.53, 0.63, 3.19)  -0.335
H (-1.83, 1.40, 3.12)  -0.517
H (-2.04, 3.77, 2.04)  -0.064
H (-1.52, 3.73, 3.70)  -0.649
H (-2.80, 5.89, 2.67)  0.595
H (-2.94, 5.32, 4.31)  0.364
H (-5.02, 5.39, 2.32)  0.420
H (-5.16, 5.02, 4.00)  0.366
H (-4.60, 3.16, 1.68)  0.368
H (-5.49, 2.76, 3.08)  0.442
B (1.62, 1.23, -2.32)  0.811
F (0.32, 1.78, -2.13)  -1.360
F (1.74, 0.17, -1.41)  -0.300
F (1.69, 0.85, -3.68)  -0.367
F (2.54, 2.28, -2.18)  -0.453
B (-2.62, 3.45, -0.95)  -0.041
F (-1.78, 3.01, 0.05)  0.290
F (-3.89, 3.67, -0.46)  -0.316
F (-2.17, 4.70, -1.47)  -0.351
F (-2.63, 2.58, -2.08)  -0.391
C (2.59, 1.94, 1.56)  0.297
F (2.09, 2.88, 0.84)  -0.182
F (3.05, 0.96, 0.77)  -0.191
F (3.53, 2.43, 2.34)  -0.230
S (1.15, 1.17, 2.72)  0.608
O (0.07, 0.93, 1.82)  -0.911
O (1.88, 0.06, 3.27)  -0.988
N (0.78, 2.19, 3.72)  0.102
S (1.41, 2.25, 5.17)  0.743
O (0.36, 1.99, 6.15)  -0.493
O (2.73, 1.76, 5.38)  -0.634
C (1.53, 4.06, 5.27)  0.450
F (2.50, 4.62, 4.45)  -0.244
F (0.34, 4.55, 4.89)  -0.241
F (1.75, 4.50, 6.50)  -0.219
C (3.47, 1.99, -8.93)  0.416
F (4.54, 2.72, -8.71)  -0.203
F (2.46, 2.70, -9.45)  -0.215
F (3.77, 1.14, -9.90)  -0.217
S (2.93, 1.12, -7.37)  1.351
O (3.94, 0.14, -7.23)  -0.610
O (2.93, 2.11, -6.38)  -0.649
N (1.51, 0.51, -7.76)  -0.586
S (1.08, -0.98, -7.48)  0.977
O (1.66, -1.70, -6.36)  -0.648
O (-0.35, -1.10, -7.65)  -0.668
C (1.69, -1.98, -8.97)  0.477
F (1.27, -1.43, -10.11)  -0.228
F (3.02, -2.02, -9.08)  -0.199
F (1.26, -3.23, -8.88)  -0.217
C (-6.34, -2.33, 6.13)  0.405
F (-7.04, -1.57, 6.98)  -0.238
F (-6.03, -3.41, 6.77)  -0.185
F (-7.19, -2.65, 5.14)  -0.228
S (-4.92, -1.37, 5.30)  1.251
O (-5.51, -0.22, 4.68)  -0.705
O (-3.82, -1.21, 6.22)  -0.582
N (-4.49, -2.33, 4.12)  -0.424
S (-3.44, -3.54, 4.22)  1.095
O (-2.52, -3.51, 3.13)  -0.604
O (-2.94, -3.82, 5.53)  -0.667
C (-4.58, -4.96, 3.81)  0.396
F (-5.68, -4.99, 4.54)  -0.214
F (-4.98, -4.88, 2.52)  -0.212
F (-3.91, -6.14, 4.01)  -0.226
C (0.74, -3.97, -0.64)  0.191
F (-0.41, -4.34, -0.03)  -0.207
F (1.25, -5.00, -1.31)  -0.155
F (0.28, -3.06, -1.56)  -0.154
S (1.88, -3.09, 0.49)  0.750
O (3.02, -2.90, -0.39)  -0.642
O (1.16, -1.92, 0.94)  0.044
N (2.17, -4.02, 1.78)  -0.532
S (3.42, -4.93, 2.07)  1.005
O (4.42, -4.88, 1.03)  -0.633
O (3.81, -4.87, 3.41)  -0.677
C (2.63, -6.52, 1.82)  0.608
F (3.43, -7.49, 2.18)  -0.225
F (1.49, -6.56, 2.54)  -0.196
F (2.34, -6.75, 0.52)  -0.220


(2)
A molecular structure, C31H49IrN2O3PS2 at a distorted geometry. Source: the OMol25 dataset; level of theory: ωB97M-V with the def2-TZVPD basis set.

Properties
Charge: +1
Lowest unoccupied orbital energy (eV): -4.315
HOMO-LUMO gap (Eh): 0.2188
Total energy (eV): -75857.6261
Spin multiplicity: 1
ΔE to the lowest compared entry with this formula, charge and spin (eV): 0.6961
F_max (eV Å⁻¹): 2.00
HOMO (Eh): -0.377

Each line ends with the Mulliken charge.
Positions of all 89 atoms, in Å:
Ir (0.95, 1.15, -0.37)  1.653
C (5.16, 1.78, -1.94)  -1.884
C (4.02, 1.04, -1.29)  0.771
O (2.88, 1.51, -1.43)  -0.659
C (4.27, -0.15, -0.51)  0.977
C (5.47, -0.88, -0.70)  -0.767
C (5.75, -1.99, 0.04)  -0.989
C (4.85, -2.38, 1.05)  -0.685
C (3.69, -1.68, 1.26)  -0.404
C (3.34, -0.57, 0.46)  0.230
O (2.17, -0.02, 0.71)  -0.568
H (4.81, 2.75, -2.27)  0.369
H (5.52, 1.22, -2.81)  0.425
H (5.99, 1.89, -1.24)  0.439
H (6.16, -0.56, -1.46)  0.421
H (6.66, -2.55, -0.13)  0.426
H (5.08, -3.24, 1.67)  0.466
H (3.00, -1.96, 2.05)  0.424
C (-4.74, -0.28, -0.99)  -0.866
C (-4.18, 0.87, -0.16)  -0.503
C (-2.88, 0.44, 0.56)  -0.665
C (-2.12, -0.64, -0.26)  0.683
C (-2.32, -0.36, -1.76)  -0.315
C (-3.79, -0.63, -2.14)  -0.981
P (-0.37, -0.70, 0.25)  -1.627
C (0.43, -2.16, -0.52)  0.741
C (1.12, -1.81, -1.86)  -0.337
C (1.69, -3.09, -2.46)  -0.992
C (0.55, -4.04, -2.89)  -0.876
C (-0.75, -3.78, -2.11)  -0.651
C (-0.46, -3.43, -0.66)  -0.721
C (-0.38, -1.13, 2.05)  0.989
C (-1.47, -2.15, 2.45)  -0.492
C (-1.73, -2.11, 3.96)  -0.874
C (-0.44, -1.82, 4.73)  -0.714
C (0.10, -0.41, 4.39)  -0.886
C (-0.39, 0.05, 3.01)  0.104
H (-5.72, -0.01, -1.38)  0.498
H (-4.89, -1.14, -0.34)  0.308
H (-4.91, 1.21, 0.58)  0.542
H (-3.97, 1.72, -0.82)  -0.066
H (-3.12, 0.05, 1.55)  0.338
H (-2.22, 1.30, 0.70)  -0.205
H (-2.54, -1.63, -0.05)  1.203
H (-1.66, -0.97, -2.37)  -0.019
H (-2.06, 0.68, -1.96)  -0.105
H (-3.91, -1.68, -2.40)  0.274
H (-4.04, -0.05, -3.03)  0.465
H (1.22, -2.38, 0.19)  0.596
H (1.91, -1.08, -1.68)  -0.064
H (0.41, -1.36, -2.56)  0.232
H (2.32, -3.57, -1.70)  0.376
H (2.33, -2.86, -3.31)  0.436
H (0.86, -5.08, -2.74)  0.339
H (0.35, -3.93, -3.96)  0.375
H (-1.39, -4.66, -2.16)  0.527
H (-1.31, -2.97, -2.59)  -0.023
H (0.08, -4.27, -0.20)  0.399
H (-1.40, -3.33, -0.10)  0.421
H (0.60, -1.61, 2.17)  0.319
H (-1.16, -3.16, 2.16)  0.322
H (-2.41, -1.95, 1.93)  -0.056
H (-2.15, -3.06, 4.29)  0.528
H (-2.47, -1.34, 4.20)  0.300
H (0.30, -2.58, 4.48)  0.285
H (-0.62, -1.89, 5.80)  0.479
H (1.19, -0.42, 4.39)  0.258
H (-0.21, 0.31, 5.14)  0.500
H (0.25, 0.83, 2.64)  -0.779
H (-1.40, 0.46, 3.09)  0.327
C (-3.03, 4.34, -2.42)  -1.008
N (-2.36, 3.88, -1.20)  0.297
C (-2.72, 4.51, 0.08)  -0.911
C (-1.36, 3.04, -1.25)  0.220
N (-0.48, 2.29, -1.29)  -0.194
H (-4.11, 4.27, -2.27)  0.350
H (-2.74, 3.72, -3.26)  0.341
H (-2.77, 5.38, -2.63)  0.341
H (-2.39, 5.55, 0.09)  0.348
H (-2.25, 3.98, 0.90)  0.247
H (-3.80, 4.48, 0.19)  0.367
C (0.94, 5.46, 0.12)  -0.617
O (2.22, 4.95, 0.51)  -0.396
C (2.35, 3.72, 0.98)  0.262
S (3.80, 3.15, 1.40)  -0.220
S (0.93, 2.74, 1.35)  -0.318
H (1.14, 6.42, -0.34)  0.383
H (0.29, 5.58, 0.99)  0.329
H (0.47, 4.79, -0.60)  0.183


(3)
A molecular structure, C9H26LiNO5 at a distorted geometry. Source: the OMol25 dataset; level of theory: ωB97M-V with the def2-TZVPD basis set.

Properties
Lowest unoccupied orbital energy (eV): 0.203
HOMO-LUMO gap (Eh): 0.2768
Total energy (eV): -21678.8507
Spin multiplicity: 1
ΔE to the lowest compared entry with this formula, charge and spin (eV): 1.1081
F_max (eV Å⁻¹): 10.28
HOMO (Eh): -0.269

Each line ends with the Mulliken charge.
Positions of all 42 atoms, in Å:
Li (0.30, -0.34, -0.29)  0.985
C (-1.44, 1.67, -1.58)  -0.915
O (-0.17, 1.40, -1.07)  -0.824
H (-1.43, 2.64, -1.92)  0.445
H (-2.25, 1.43, -0.86)  0.197
H (-1.52, 1.20, -2.58)  0.260
C (-0.63, 3.94, 1.31)  -0.593
O (0.57, 3.23, 0.85)  -0.587
H (-1.43, 3.49, 0.80)  0.221
H (-0.71, 5.05, 1.03)  0.205
H (-0.68, 3.97, 2.42)  0.223
H (0.26, 2.65, -0.03)  0.414
C (2.29, -0.83, 1.89)  -1.093
O (1.51, 0.33, 1.44)  -0.517
H (2.13, -1.56, 1.14)  0.236
H (2.27, -1.07, 2.78)  0.548
H (3.32, -0.63, 1.76)  0.412
H (1.88, 1.10, 1.71)  0.316
C (-0.18, 0.65, 2.79)  -1.032
O (-0.40, -0.05, 1.51)  0.329
C (-1.45, -0.94, 1.56)  -0.594
C (-1.58, -1.58, 0.18)  -0.651
N (-0.43, -2.34, -0.11)  -0.264
C (-0.11, -2.92, -1.42)  -0.760
C (0.16, -1.94, -2.50)  -0.681
O (1.29, -1.12, -2.10)  -0.173
C (1.74, -0.21, -3.00)  -1.084
H (-1.10, 1.27, 2.86)  0.337
H (0.78, 1.06, 2.85)  0.283
H (-0.22, -0.01, 3.62)  0.361
H (-2.62, -0.81, 2.02)  0.234
H (-1.19, -1.89, 2.09)  0.380
H (-1.75, -0.90, -0.68)  0.129
H (-2.47, -2.29, 0.21)  0.419
H (-0.17, -2.88, 0.80)  0.248
H (-0.93, -3.68, -1.77)  0.321
H (0.74, -3.64, -1.41)  0.360
H (-0.59, -1.40, -2.58)  0.449
H (0.36, -2.26, -3.70)  0.329
H (1.31, 0.67, -3.17)  0.410
H (1.89, -0.61, -4.10)  0.252
H (2.63, 0.18, -2.77)  0.464


(4)
2 unconnected molecules or ions with the total composition C2H2F2O3S at a distorted geometry. Source: the OMol25 dataset; level of theory: ωB97M-V with the def2-TZVPD basis set.

Properties
Lowest unoccupied orbital energy (alpha / beta) (eV): -2.593 / -1.006
HOMO-LUMO gap (alpha / beta) (Eh): 0.1875 / 0.3047
Total energy (eV): -24515.2535
Spin multiplicity: 1
ΔE to the lowest compared entry with this formula, charge and spin (eV): 1.7330
F_max (eV Å⁻¹): 1.86
HOMO (alpha / beta) (Eh): -0.283 / -0.342

Each line ends with the Mulliken charge.
Positions of all 10 atoms, in Å:
C (0.99, 0.51, 0.16)  -0.107
C (2.25, 0.09, -0.17)  0.422
O (-3.37, 0.67, -0.98)  -0.382
O (-2.48, -1.27, 0.23)  -0.402
O (-0.20, -0.07, 0.14)  -0.589
F (2.65, -1.12, -0.58)  -0.200
F (3.30, 0.88, 0.05)  -0.200
S (-2.61, 0.31, 0.16)  0.742
H (1.02, 1.53, 0.55)  0.270
H (-1.56, -1.52, 0.44)  0.445